1.
The following is a DFT calculation (wB97M-V/def2-TZVPD) of a structure of composition C5H17AuN5S at a distorted geometry.

Geometry (Å):
Au1 -0.18887 -0.66620 -0.08520
N1 -0.54912 0.09864 1.78535
C1 0.44053 1.16103 2.26735
C2 0.13161 2.54568 1.72258
C3 1.10851 3.06029 0.65329
C4 1.27487 2.21886 -0.62588
N2 0.04122 1.38966 -0.90853
H1 -1.50955 0.44297 1.88937
H2 -0.48169 -0.71357 2.41049
H3 1.44413 0.81870 1.99707
H4 0.35805 1.08284 3.35687
H5 0.15258 3.25649 2.55075
H6 -0.91131 2.58193 1.38692
H7 2.10370 3.15369 1.09168
H8 0.79852 4.07052 0.38081
H9 2.13121 1.54851 -0.62414
H10 1.41424 2.86372 -1.49109
H11 -0.05625 1.15366 -1.89127
H12 -0.80640 1.85757 -0.59885
N3 0.46106 -1.79985 -1.71303
N4 -0.12574 -3.09258 -1.76578
C5 -1.29006 -3.35542 -1.13592
N5 -1.86387 -4.51347 -1.28619
S1 -2.05702 -2.12860 -0.15996
H13 0.35266 -1.34045 -2.62448
H14 1.46773 -1.94088 -1.56458
H15 0.38349 -3.78231 -2.31087
H16 -1.52413 -5.21206 -1.94187
H17 -2.70011 -4.75938 -0.76489

Its total charge is +3.

2.
The following is a DFT calculation (wB97M-V/def2-TZVPD) of a structure of composition C15H15F4N5OPt.

Geometry (Å):
Pt1 -0.23421 -0.10436 0.45120
C1 -1.67049 2.39690 1.99564
C2 -0.91282 2.87631 0.78379
N1 -0.45348 1.84059 -0.21286
C3 -1.33162 1.84822 -1.41522
C4 -2.70785 1.27237 -1.15948
C5 0.97414 2.09657 -0.60343
C6 1.48349 1.03743 -1.56074
N2 0.93007 -0.22488 -1.13433
C7 1.38630 -1.41734 -1.59042
C8 0.85419 -2.60416 -1.05225
F1 -0.12171 -2.49690 -0.06459
C9 1.27566 -3.86335 -1.40857
F2 0.70958 -4.91847 -0.80785
C10 2.25878 -4.04772 -2.35961
C11 2.78461 -2.90003 -2.92557
F3 3.73340 -3.00187 -3.86384
C12 2.37017 -1.62767 -2.57122
F4 2.92997 -0.58330 -3.23175
H1 -2.12227 3.26172 2.48096
H2 -1.02697 1.90415 2.71121
H3 -2.46583 1.70143 1.73316
H4 -0.02202 3.42062 1.10094
H5 -1.53109 3.58108 0.22372
H6 -0.83379 1.28393 -2.19769
H7 -1.41209 2.88643 -1.75203
H8 -2.63221 0.27329 -0.72440
H9 -3.24754 1.19613 -2.10209
H10 -3.29529 1.89691 -0.48748
H11 1.54146 2.10609 0.32568
H12 1.08797 3.07705 -1.08240
H13 2.57771 1.07206 -1.52874
H14 1.20235 1.25727 -2.59820
H15 2.60064 -5.02985 -2.64128
O1 -1.03616 -0.15546 2.32454
N3 -0.39567 -1.18875 2.79112
C13 -0.56778 -1.45122 4.05384
C14 -1.40195 -0.64040 4.88446
N4 -2.06994 0.01737 5.54717
C15 0.12073 -2.57655 4.60343
N5 0.67157 -3.47167 5.06516

Its total charge is 0.

What are the gap between HOMO and LUMO values for these records? In order: 6.96 7.18 eV.
What are the E values for these records? In order: -27408.0501 -39408.1908 eV.
What are the E_HOMO values for these records? In order: -21.174 -7.871 eV.